Record 1
Molecular formula: C34H29BrCrN2O6SbSe
Method: DFT, ωB97M-V/def2-TZVPD

Structure (XYZ):
```
75
Properties=species:S:1:pos:R:3:forces:R:3:mulliken_spin:R:1
Cr 0.4837 1.4123 -1.0113 0.132 0.117 -0.460 3.004
O 1.3364 1.9755 2.1372 0.014 0.062 -0.042 0.002
C 1.7978 3.2336 1.8718 0.060 0.072 0.079 -0.008
C 2.9977 3.6632 2.4304 0.006 -0.015 -0.006 -0.001
C 3.4621 4.9475 2.2029 -0.011 -0.011 0.003 0.001
C 2.7167 5.8268 1.4301 -0.015 0.009 -0.013 0.000
C 1.5196 5.3950 0.8808 0.055 -0.012 0.032 0.001
C 1.0495 4.1012 1.0739 -0.095 -0.016 -0.015 0.033
C -0.2121 3.6996 0.3068 0.156 -0.020 -0.077 -0.011
O 0.0644 3.2181 -0.9564 -0.206 0.089 0.164 0.009
N -1.0579 2.7155 1.0110 -0.142 0.135 0.109 0.047
N -0.8351 1.4167 0.5492 0.316 -0.013 0.080 0.040
C -1.4622 0.4939 1.1809 -0.239 0.049 0.001 -0.040
C -1.4798 -0.9010 0.9162 0.379 -0.326 -0.075 0.504
Br -1.2157 0.6628 -2.5811 0.040 -0.041 0.006 0.005
C -2.5252 -1.6801 0.6807 -0.227 0.165 -0.118 -0.144
C -3.9025 -1.2152 0.4106 0.015 0.009 0.012 0.002
C -4.9728 -2.0585 0.7129 -0.015 0.014 0.001 0.001
C -6.2798 -1.6503 0.5005 0.003 -0.013 0.007 0.004
C -6.5365 -0.3951 -0.0352 0.006 0.000 0.000 -0.003
C -5.4784 0.4410 -0.3636 0.007 -0.006 -0.002 -0.001
C -4.1693 0.0373 -0.1472 0.010 -0.034 0.028 -0.002
H 2.0104 1.2969 1.8766 -0.025 -0.059 0.058 0.000
H 3.5611 2.9635 3.0358 0.002 -0.001 -0.003 -0.001
H 4.4041 5.2617 2.6353 0.003 0.004 -0.001 0.000
H 3.0681 6.8348 1.2505 -0.001 0.004 0.002 0.000
H 0.9386 6.0659 0.2573 -0.008 -0.001 -0.008 -0.001
H -0.8232 4.6065 0.2110 -0.012 0.014 -0.004 0.003
H -0.9069 2.7432 2.0156 0.058 -0.034 -0.092 0.007
H -2.0667 0.8186 2.0341 -0.005 -0.003 -0.044 0.034
H -2.4101 -2.7594 0.6768 0.044 -0.133 -0.035 0.014
H -4.7690 -3.0412 1.1233 -0.004 -0.005 0.001 0.001
H -7.0995 -2.3137 0.7473 0.000 -0.003 0.000 0.000
H -7.5566 -0.0774 -0.2114 -0.002 0.002 0.003 0.000
H -5.6693 1.4092 -0.8089 0.006 0.002 0.001 0.000
H -3.3488 0.6718 -0.4569 -0.018 0.003 -0.017 0.016
C 5.3133 -3.7808 0.3575 -0.006 -0.002 -0.031 0.009
C 4.7550 -3.4792 1.5930 -0.034 0.015 0.024 0.004
C 3.4241 -3.0995 1.6781 0.069 -0.023 -0.035 -0.024
C 2.6371 -3.0376 0.5323 0.082 -0.100 0.067 0.178
C 3.2005 -3.3330 -0.7024 -0.015 -0.004 0.012 -0.003
C 4.5371 -3.7039 -0.7885 0.007 0.000 0.016 0.002
Sb 0.5995 -2.3453 0.7066 -0.073 0.139 -0.106 0.236
C -0.1472 -3.4848 -0.9462 -0.138 0.071 -0.007 0.027
C -0.7843 -4.7158 -0.7929 0.035 0.042 0.045 -0.005
C -1.2990 -5.3886 -1.8935 0.020 0.013 -0.017 0.000
C -1.1833 -4.8380 -3.1628 0.001 -0.002 0.026 0.000
C -0.5506 -3.6146 -3.3252 0.028 -0.009 0.029 -0.004
C -0.0354 -2.9408 -2.2246 -0.057 0.060 -0.025 -0.012
C 0.0455 -3.6964 2.2814 -0.033 0.025 0.082 0.029
C 0.6367 -4.9536 2.4100 -0.003 0.007 -0.002 0.001
C 0.2855 -5.7997 3.4533 -0.013 0.031 -0.010 0.002
C -0.6579 -5.3950 4.3894 0.012 0.006 -0.003 0.002
C -1.2439 -4.1425 4.2803 0.017 -0.011 -0.019 -0.003
C -0.8909 -3.2988 3.2333 -0.005 -0.068 0.010 -0.001
H 6.3574 -4.0596 0.2879 0.002 -0.002 -0.001 0.001
H 5.3618 -3.5218 2.4894 0.004 -0.001 -0.001 0.000
H 3.0037 -2.8405 2.6438 0.002 0.004 0.001 0.007
H 2.6053 -3.2669 -1.6056 0.012 0.003 0.010 0.006
H 4.9726 -3.9183 -1.7564 0.003 0.003 -0.001 0.000
H -0.8895 -5.1598 0.1900 -0.006 0.015 0.023 0.001
H -1.7970 -6.3411 -1.7557 0.005 0.000 -0.003 0.000
H -1.5938 -5.3569 -4.0204 0.002 -0.004 0.000 0.000
H -0.4679 -3.1678 -4.3080 0.000 0.005 -0.001 0.000
H 0.4310 -1.9734 -2.3644 -0.008 0.006 -0.003 0.000
H 1.3832 -5.2718 1.6906 0.000 -0.010 0.008 -0.005
H 0.7505 -6.7744 3.5381 0.004 -0.001 -0.006 0.000
H -0.9292 -6.0537 5.2052 -0.007 -0.002 0.002 0.000
H -1.9756 -3.8186 5.0104 0.000 0.000 0.006 0.000
H -1.3588 -2.3244 3.1514 0.015 -0.023 0.017 0.005
O 4.3416 0.0001 -1.1478 0.266 -0.030 -0.294 0.003
Se 2.9609 0.3602 -0.4517 -0.424 0.109 0.160 -0.006
O 2.3909 1.9270 -0.6690 0.052 0.116 0.053 0.012
O 1.5946 -0.3052 -1.2045 -0.199 -0.369 0.216 0.016
O 2.8975 0.0465 1.1423 0.092 -0.014 0.179 0.009
```
Positions in Å, forces in eV/Å.

For the LUMO energy (spin up / spin down), the calculation gives 2.360 / 1.371 eV. For the relative energy (zero: lowest compared OMol25 entry of this formula, charge and spin), the calculation gives 15.6 kcal/mol. The multiplicity is 5. The total charge is -1.

Record 2
Molecular formula: C34H29N2O6PtS5Se2
Method: DFT, ωB97M-V/def2-TZVPD

Structure (XYZ):
```
79
Properties=species:S:1:pos:R:3:forces:R:3:mulliken_charge:R:1
Pt 0.8742 0.1214 -0.3803 -0.428 -1.010 0.491 0.973
S 3.3938 -0.5850 3.2130 -0.197 -0.040 -0.176 -0.360
C 2.8829 -2.1438 2.6791 0.045 0.334 0.054 -0.421
C 2.0631 -2.0843 1.5922 0.021 -0.462 0.130 -0.182
C 1.8213 -0.7634 1.1438 0.011 0.953 -0.312 -0.641
C 2.4761 0.1594 1.9420 0.195 -0.933 0.129 0.151
C 2.2920 1.5467 1.6801 -0.373 0.522 -0.294 1.358
C 2.8241 2.6176 2.4033 0.044 -0.326 0.028 -1.045
C 2.4520 3.9036 2.0928 -0.321 0.090 -0.341 -0.375
C 1.5262 4.1043 1.0663 0.328 0.140 0.349 -0.998
C 1.0617 3.0147 0.3662 -0.137 0.038 -0.199 0.147
N 1.4450 1.7650 0.6292 0.394 0.279 0.464 0.456
H 3.2210 -3.0160 3.2149 -0.012 -0.052 -0.019 0.483
H 1.6440 -2.9701 1.1352 -0.022 0.041 -0.052 0.202
H 3.5124 2.3981 3.2085 0.012 0.054 0.018 0.420
H 2.8517 4.7490 2.6368 0.024 -0.022 0.050 0.408
H 1.1820 5.0963 0.8135 -0.031 -0.015 -0.051 0.445
H 0.3458 3.1415 -0.4333 0.049 -0.128 -0.051 0.311
O -3.5931 -3.0269 2.8078 -0.100 0.032 0.330 -0.695
C -3.6409 -2.4450 1.5064 0.168 0.169 -0.317 -0.057
C -4.1573 -0.9910 1.5026 -0.176 -0.542 0.317 1.352
C -5.6275 -0.9935 1.9810 0.083 0.044 -0.147 -1.225
O -5.7905 -1.3996 3.3272 -0.077 -0.017 0.048 -0.604
C -3.3408 -0.1135 2.4423 0.475 0.284 -0.021 -1.353
Se -1.4045 -0.1131 2.0316 -1.195 -0.507 -2.309 -0.008
C -4.1020 -0.4319 0.0861 0.388 0.463 -0.297 -1.381
Se -2.3036 -0.5388 -0.7363 -0.158 -0.557 3.015 -0.431
H -2.8699 -2.5950 3.2811 0.073 -0.112 -0.102 0.413
H -4.3153 -3.0717 0.9166 -0.007 0.025 0.008 0.573
H -2.6522 -2.4829 1.0446 -0.152 -0.044 0.059 -0.408
H -6.2041 -1.6527 1.3148 0.019 0.086 -0.023 0.436
H -6.0463 0.0138 1.9054 0.019 -0.004 -0.024 0.434
H -5.2464 -2.1937 3.4387 0.049 0.008 0.027 0.444
H -3.4465 -0.4518 3.4727 -0.028 0.007 0.021 0.591
H -3.6959 0.9157 2.3896 -0.054 -0.027 0.008 0.453
H -4.4013 0.6185 0.0763 -0.155 -0.070 0.088 0.436
H -4.7761 -0.9932 -0.5651 0.040 -0.056 -0.082 0.571
O 0.1494 -1.6009 -1.1840 0.387 -0.179 -0.615 -0.083
C 0.5944 -2.6363 -2.0173 0.056 0.304 0.419 2.999
C 2.0116 -2.4907 -2.5603 -0.119 0.010 -0.089 -0.389
C 3.0937 -1.9059 -1.9828 -0.004 -0.085 0.005 -0.226
C 4.2672 -2.0046 -2.7775 0.089 -0.001 0.080 -0.843
C 4.0593 -2.6819 -3.9344 -0.163 -0.176 -0.196 -0.679
S 2.4266 -3.1941 -4.0806 0.169 0.230 0.111 -0.207
C 0.5560 -3.9116 -1.1765 -0.084 0.062 0.077 -0.627
C 1.5608 -4.7645 -0.8370 -0.059 -0.056 -0.114 -0.425
C 1.1445 -5.7791 0.0697 0.065 -0.047 0.052 -0.621
C -0.1678 -5.6688 0.4025 -0.191 0.108 -0.020 -0.737
S -0.9149 -4.3320 -0.3773 0.276 -0.087 0.089 0.048
C -0.3793 -2.8083 -3.1897 0.004 0.071 0.271 -1.021
C -0.7963 -3.9716 -3.7687 0.060 0.086 0.006 -0.255
C -1.7176 -3.7626 -4.8283 0.007 -0.106 -0.053 -0.885
C -1.9849 -2.4444 -5.0198 0.027 0.255 -0.019 -0.614
S -1.1133 -1.4440 -3.9334 -0.038 -0.224 0.028 0.214
H 3.0679 -1.4055 -1.0281 -0.089 0.051 0.032 0.275
H 5.2185 -1.5841 -2.4840 0.024 0.021 -0.040 0.397
H 4.7559 -2.9027 -4.7271 0.069 0.037 0.032 0.410
H 2.5676 -4.6706 -1.2157 0.021 0.050 -0.030 0.541
H 1.8070 -6.5399 0.4571 -0.025 -0.048 0.028 0.370
H -0.7433 -6.2877 1.0713 0.017 -0.043 0.025 0.476
H -0.4553 -4.9452 -3.4471 0.004 -0.002 0.053 0.581
H -2.1549 -4.5634 -5.4076 -0.038 0.025 -0.027 0.409
H -2.6400 -1.9951 -5.7489 -0.031 -0.031 -0.010 0.464
O -2.1216 1.9814 -2.0786 0.697 0.720 -0.483 -0.702
C -0.9811 1.9575 -2.5358 -1.188 -0.371 0.913 -0.282
N 0.0633 1.2238 -2.0648 0.753 0.082 -0.417 -0.371
S 1.3907 1.3619 -3.0165 0.447 -0.009 -0.055 1.364
O 1.6075 0.2127 -3.8477 -0.138 -0.033 -0.215 -0.609
O 2.5168 1.7779 -2.2188 -0.002 0.552 -0.269 -0.785
C 0.7390 2.6487 -4.0524 -0.557 -0.218 0.321 0.443
C 1.2900 3.3175 -5.1217 0.330 0.059 -0.138 -0.840
C 0.4784 4.1853 -5.8421 -0.072 -0.109 0.179 -0.527
C -0.8602 4.3466 -5.4890 0.112 0.109 -0.187 -0.517
C -1.4058 3.6540 -4.4220 -0.103 -0.192 0.268 -0.629
C -0.5934 2.7918 -3.6982 0.483 0.535 -0.845 0.233
H 2.3273 3.1649 -5.3898 0.007 0.007 -0.024 0.486
H 0.8830 4.7295 -6.6848 0.019 0.011 -0.011 0.393
H -1.4788 5.0197 -6.0692 -0.031 0.003 0.021 0.382
H -2.4467 3.7622 -4.1469 -0.006 -0.014 0.029 0.517
```
Positions in Å, forces in eV/Å.

For the LUMO energy (spin up / spin down), the calculation gives 1.303 / 1.305 eV. For the relative energy (zero: lowest compared OMol25 entry of this formula, charge and spin), the calculation gives 18.3 kcal/mol. The multiplicity is 1. The total charge is -1.

Record 3
Molecular formula: C34H30Br4N2O4S3Ti
Method: DFT, ωB97M-V/def2-TZVPD

Structure (XYZ):
```
78
Properties=species:S:1:pos:R:3:forces:R:3:mulliken_charge:R:1
Ti -0.3863 -0.1674 -0.5106 -0.422 0.327 -0.323 -0.110
C 0.1697 2.7963 0.9042 0.018 -0.034 0.016 -1.487
N 1.0200 1.6088 0.6386 -0.021 0.196 0.021 1.882
C 1.2931 0.9970 1.9451 0.009 -0.133 0.029 -1.852
C 1.8883 -0.4198 1.9272 0.041 0.015 -0.027 0.751
N 1.7788 -1.1423 0.6529 -0.090 -0.085 0.016 1.725
C 3.0173 -1.0487 -0.1432 0.012 0.004 -0.003 -1.517
C 1.5341 -2.5566 0.8544 0.044 -0.077 0.014 -1.189
C 2.0680 -3.2409 1.9382 0.106 0.089 -0.303 0.041
C 1.8972 -4.6146 2.0777 0.174 -0.136 -0.438 -0.782
C 1.1959 -5.3101 1.1055 0.043 -0.002 -0.005 -0.510
C 0.6733 -4.6345 0.0137 0.031 -0.016 0.010 -0.772
C 0.8301 -3.2529 -0.1414 -0.022 0.052 -0.105 0.622
S 0.1685 -2.4243 -1.5227 -0.087 -0.108 0.151 -0.568
C 2.2043 2.1001 -0.0609 -0.032 -0.071 -0.050 -1.139
C 3.1578 2.8460 0.6209 0.031 0.022 0.015 -0.385
C 4.2618 3.3878 -0.0214 -0.022 -0.005 0.000 -1.001
C 4.3952 3.1876 -1.3905 0.008 -0.001 -0.001 -0.482
C 3.4486 2.4543 -2.0786 -0.005 -0.002 -0.020 -0.668
C 2.3282 1.8785 -1.4481 0.011 -0.004 0.050 1.177
S 1.2461 0.8801 -2.3601 0.011 -0.046 0.117 -0.516
H 0.6846 3.4671 1.6060 -0.002 0.005 -0.003 0.407
H -0.7810 2.4800 1.3252 0.001 -0.002 0.008 0.324
H -0.0247 3.3153 -0.0286 -0.001 -0.003 -0.006 0.329
H 0.3297 0.9376 2.4470 -0.024 0.003 -0.037 0.475
H 1.9343 1.6418 2.5579 -0.014 0.006 0.016 0.581
H 1.3191 -0.9832 2.6650 0.058 0.062 0.021 -1.068
H 2.9360 -0.4022 2.2573 0.018 0.021 -0.033 0.465
H 3.8325 -1.5802 0.3693 -0.007 -0.003 0.006 0.357
H 3.3029 -0.0115 -0.2798 -0.001 -0.001 0.005 0.279
H 2.8381 -1.4922 -1.1210 0.002 0.000 -0.003 0.310
H 2.6212 -2.7008 2.6975 0.002 -0.014 -0.136 0.680
H 2.3088 -5.1253 2.9411 0.020 -0.069 -0.188 0.180
H 1.0413 -6.3792 1.2021 -0.006 0.003 0.003 0.403
H 0.1068 -5.1686 -0.7398 -0.003 0.010 -0.002 0.395
H 3.0376 3.0225 1.6828 -0.006 -0.009 0.001 0.265
H 4.9937 3.9597 0.5360 0.001 -0.002 0.001 0.364
H 5.2458 3.6002 -1.9229 -0.002 0.000 -0.003 0.334
H 3.5595 2.2833 -3.1425 0.001 0.003 0.000 0.396
Br -6.9113 0.6730 -3.0760 0.002 0.001 0.001 -0.232
C -5.1871 1.0146 -2.3606 -0.004 -0.013 -0.003 0.121
C -4.8359 2.2835 -1.9424 0.019 0.011 0.006 0.355
Br -6.0635 3.7238 -2.0776 -0.001 -0.001 0.000 -0.245
C -3.5544 2.5147 -1.4054 -0.018 0.000 0.001 -0.294
Br -2.9985 4.2205 -0.7977 0.000 -0.001 -0.001 -0.192
C -2.6351 1.4839 -1.2884 0.010 -0.116 -0.060 -0.312
O -1.4391 1.5699 -0.8060 0.073 0.030 0.064 -0.114
C -2.9894 0.1731 -1.7429 -0.036 0.145 0.088 0.505
O -2.0526 -0.7118 -1.6085 0.219 -0.115 0.013 -0.343
C -4.2594 -0.0409 -2.2557 0.034 -0.039 -0.045 -0.167
Br -4.6600 -1.8077 -2.8091 -0.002 0.005 0.004 -0.175
O -0.9569 -0.4820 1.0105 0.156 0.023 -0.086 0.716
S -0.7646 -1.6809 4.4303 -0.043 -0.024 0.044 -0.067
C 0.7264 -2.3054 5.1456 0.067 -0.013 0.099 0.764
C 1.3783 -3.4619 4.7229 -0.340 -0.002 0.446 -0.897
C 2.5857 -3.8297 5.2976 -0.060 0.024 0.094 -0.406
C 3.1681 -3.0526 6.2896 0.010 -0.001 -0.031 -0.622
C 2.5254 -1.8938 6.7046 0.015 0.026 0.015 -0.497
C 1.3136 -1.5250 6.1429 0.003 0.019 -0.021 -0.711
C -1.4766 -3.1225 3.6666 0.020 -0.015 -0.068 0.008
C -1.7353 -3.0957 2.3023 -0.009 -0.129 -0.014 0.329
C -2.3132 -4.2064 1.6958 -0.050 -0.023 0.004 -0.817
C -2.6304 -5.3300 2.4412 0.000 0.023 -0.001 -0.564
C -2.3825 -5.3456 3.8104 0.007 -0.008 0.008 -0.520
C -1.8175 -4.2412 4.4254 0.041 0.001 0.036 -0.151
H 0.9540 -4.0570 3.9262 -0.138 0.142 0.447 0.711
H 3.0831 -4.7278 4.9505 0.016 -0.006 0.022 0.311
H 4.1149 -3.3418 6.7282 0.003 0.001 0.004 0.374
H 2.9680 -1.2710 7.4728 0.002 -0.001 0.004 0.379
H 0.8125 -0.6218 6.4711 0.002 0.003 0.010 0.406
H -1.4867 -2.2239 1.7066 0.081 0.050 0.054 0.245
H -2.4956 -4.1773 0.6287 0.006 0.004 -0.009 0.572
H -3.0699 -6.1957 1.9605 -0.002 -0.005 -0.002 0.372
H -2.6354 -6.2185 4.4010 0.000 -0.001 0.002 0.363
H -1.6257 -4.2442 5.4919 0.007 0.007 0.005 0.447
O -2.5919 0.8461 2.7437 -0.104 -0.030 0.015 -0.709
H -3.4354 0.3849 2.7564 -0.004 0.052 -0.041 0.265
H -2.0889 0.3987 2.0252 0.145 -0.022 0.082 0.100
```
Positions in Å, forces in eV/Å.

For the LUMO energy, the calculation gives 3.958 eV. The multiplicity is 1. The total charge is -2.